{"formula": "C3H9N3O2S", "method": "ωB97M-V with the def2-TZVPD basis set", "orbital_gap_ev": [8.135, 8.134], "e_tot_ev": -22654.9363, "total_charge": 0, "de_lowest_kcal_mol": 24.49, "species": ["C", "C", "C", "N", "N", "N", "O", "O", "S", "H", "H", "H", "H", "H", "H", "H", "H", "H"], "xyz": [[0.9593, -1.4282, 0.2124], [0.0434, 0.7291, 0.9046], [-0.5820, 1.1960, -0.4668], [0.1361, -0.7364, 0.9793], [0.8553, -2.7162, 0.0198], [0.2851, 1.1810, -1.5986], [3.3014, 1.0964, 1.0477], [3.4166, 0.9422, -1.3666], [3.4771, 0.2351, -0.0828], [-0.8385, 0.9875, 1.6994], [1.0212, 1.2415, 1.1129], [-1.3497, 0.3534, -0.5570], [-0.8533, 2.2819, -0.3622], [0.2479, -3.2974, 0.5022], [1.6517, -3.0904, -0.5471], [0.7931, 2.0185, -1.8169], [-0.7459, -1.3380, 1.2933], [0.9865, 0.4981, -1.5781]]}